1.
The following is a DFT calculation (wB97M-V/def2-TZVPD) of a molecular structure, C34H33MnN8O7S2 in a non-equilibrium geometry.

## Properties
Charge: +1
F_max, hartree/bohr: 0.1122
HOMO energy (alpha / beta), eV: -10.470 / -10.487
Kohn-Sham gap (alpha / beta), eV: 4.663 / 6.177
2S+1: 4

The geometry in XYZ format:
```
85
C34H33MnN8O7S2, DFT wB97M-V/def2-TZVPD
Mn -0.10 -0.13 0.63
S -3.13 -4.20 2.41
S -2.08 -1.84 -1.05
O -0.94 -0.81 -0.93
O 0.79 -0.80 2.87
O -1.96 -4.86 1.87
O -1.55 -3.12 -1.45
O -1.28 -0.63 2.14
O -4.23 -3.89 1.56
O -2.91 -1.81 0.12
N 1.42 0.58 -0.29
N 2.89 -1.33 -0.25
N -1.18 1.51 0.14
N -2.68 -2.78 3.12
N 1.36 4.32 5.33
N 0.48 1.67 2.22
N 0.68 2.83 -0.66
N 0.79 -2.04 0.59
C 5.08 3.22 -1.29
C -3.65 -5.13 3.80
C 1.58 1.94 -0.59
C 1.07 3.45 4.32
C 3.00 2.19 -0.85
C 2.55 -3.61 -0.03
C -0.68 2.63 -0.40
C 2.61 -0.01 -0.37
C -3.38 2.45 0.05
C -4.78 -4.71 4.49
C -0.42 -0.92 3.07
C 5.73 1.99 -1.14
C -4.47 -6.53 6.06
C -1.51 -2.87 4.03
C -2.50 1.42 0.35
C -3.00 -1.19 -2.40
C -1.51 3.70 -0.71
C -0.25 3.13 3.98
C -4.89 -7.28 7.30
C 5.01 0.84 -0.84
C 0.51 -4.42 0.83
C 1.77 -4.69 0.34
C -0.48 2.25 2.94
C -2.93 -6.25 4.20
C 2.04 -2.28 0.11
C 0.06 -3.08 0.92
C 3.64 0.97 -0.70
C -2.87 3.61 -0.49
C -1.00 -1.47 4.34
C -5.18 -5.42 5.62
C 1.73 1.97 2.56
C 3.70 3.34 -1.15
C 2.08 2.84 3.57
C -3.35 -6.94 5.33
H -4.04 -7.42 7.96
H -1.05 4.58 -1.14
H -1.80 -3.38 4.94
H -4.44 2.32 0.25
H -2.54 -2.11 2.36
H 3.54 -3.72 -0.44
H 3.13 3.03 3.78
H 2.31 4.47 5.62
H -3.52 4.44 -0.72
H -5.66 -6.74 7.84
H -0.18 -5.21 1.14
H 2.52 1.47 2.00
H -1.51 1.99 2.69
H 0.64 4.68 5.91
H -1.82 -0.84 4.67
H -0.70 -3.45 3.58
H 5.50 -0.12 -0.72
H -0.23 -1.52 5.10
H -3.71 -1.96 -2.71
H -2.80 -7.82 5.65
H 2.13 -5.70 0.24
H -5.27 -8.27 7.04
H -1.08 3.56 4.52
H -2.85 0.49 0.76
H -0.94 -2.88 1.29
H -6.06 -5.10 6.16
H -2.30 -0.96 -3.20
H 3.19 4.29 -1.26
H -2.06 -6.56 3.64
H 5.66 4.10 -1.53
H -3.52 -0.29 -2.06
H 6.80 1.94 -1.25
H -5.34 -3.84 4.15
```


2.
The following is a DFT calculation (wB97M-V/def2-TZVPD) of a gas-phase ion, C4H4PS (charge -1) in a non-equilibrium geometry.

## Properties
Charge: -1
F_max, hartree/bohr: 0.0818
HOMO energy, eV: -2.296
Kohn-Sham gap, eV: 6.136

The geometry in XYZ format:
```
10
C4H4PS, DFT wB97M-V/def2-TZVPD
S -3.36 -0.46 0.78
P -1.86 0.29 -0.26
C 0.86 -0.79 -0.31
C 1.90 1.32 0.72
C -0.48 -1.00 -0.69
C 1.29 0.37 0.37
H -0.84 -1.66 -1.52
H 2.21 2.33 0.78
H 1.52 -1.63 -0.52
H -1.24 1.23 0.66
```


3.
The following is a DFT calculation (wB97M-V/def2-TZVPD) of a molecular structure, H3NO3PS in a non-equilibrium geometry.

## Properties
Charge: -1
F_max, hartree/bohr: 0.0858
HOMO energy, eV: -3.438
Kohn-Sham gap, eV: 7.181

The geometry in XYZ format:
```
9
H3NO3PS, DFT wB97M-V/def2-TZVPD
S 1.09 -0.84 0.55
P -1.29 0.56 0.11
O 1.67 0.29 -0.40
O 1.08 -0.28 1.89
O -0.36 1.65 -0.35
N -0.35 -0.92 -0.18
H -1.81 0.25 -1.16
H 0.89 0.95 -0.40
H -0.91 -1.66 -0.05
```


4.
The following is a DFT calculation (wB97M-V/def2-TZVPD) of a single C3H4FNOS molecule in a non-equilibrium geometry.

## Properties
F_max, hartree/bohr: 0.0356
HOMO energy, eV: -9.355
Kohn-Sham gap, eV: 9.941

The geometry in XYZ format:
```
11
C3H4FNOS, DFT wB97M-V/def2-TZVPD
S -0.45 -0.91 -0.20
F 0.33 0.80 3.25
O 0.64 -0.77 -3.03
N 0.06 0.38 -2.57
C -0.36 0.17 2.28
C -0.42 0.39 -1.37
C 0.27 -0.05 1.15
H 0.73 -1.33 -2.26
H 1.34 0.20 1.04
H -1.37 -0.19 2.67
H -0.77 1.32 -0.96
```


5.
The following is a DFT calculation (wB97M-V/def2-TZVPD) of a gas-phase ion, C6H18N2 (charge +2) in a non-equilibrium geometry.

## Properties
Charge: +2
F_max, hartree/bohr: 0.0928
HOMO energy, eV: -18.387
Kohn-Sham gap, eV: 12.316

The geometry in XYZ format:
```
26
C6H18N2, DFT wB97M-V/def2-TZVPD
N 1.17 -2.17 -2.29
N -2.24 1.68 2.72
C -1.73 0.43 2.15
C 1.63 0.31 -2.41
C -0.20 0.44 1.81
C -0.10 -0.63 -0.65
C 0.10 0.64 0.19
C 1.18 -0.84 -1.48
H -2.95 1.54 3.46
H -2.69 2.34 2.08
H -1.78 -0.48 2.89
H -1.45 2.23 3.11
H -2.32 0.01 1.34
H 1.96 -0.88 -0.80
H 1.88 -2.14 -3.02
H 0.29 -2.43 -2.73
H -0.65 1.45 -0.26
H 1.11 1.06 0.01
H -0.02 -1.55 0.05
H 0.32 -0.60 1.99
H 1.34 -2.94 -1.55
H 2.23 0.06 -3.24
H -1.05 -0.63 -1.15
H 0.50 1.12 2.40
H 2.57 0.90 -1.99
H 0.91 1.10 -2.63
```


6.
The following is a DFT calculation (wB97M-V/def2-TZVPD) of 2 unconnected molecules or ions with the total composition C5H10N2O2 in a non-equilibrium geometry.

## Properties
F_max, hartree/bohr: 0.0670
HOMO energy, eV: -8.231
Kohn-Sham gap, eV: 7.936

The geometry in XYZ format:
```
19
C5H10N2O2, DFT wB97M-V/def2-TZVPD
O 1.34 1.30 -1.44
O -1.38 2.12 -0.24
N 2.04 0.46 1.37
N -0.74 -0.09 0.05
C -1.12 -0.05 1.47
C 2.10 0.22 -1.19
C -1.21 1.02 -0.70
C 1.58 0.26 0.27
C -1.04 -1.39 -0.57
H 3.18 0.46 -1.11
H -0.70 -1.32 -1.61
H 1.60 0.87 2.18
H -0.90 0.96 1.83
H 1.87 -0.77 -1.61
H -0.58 -0.82 2.02
H -2.19 -0.21 1.60
H -1.28 0.80 -1.77
H -0.48 -2.19 -0.08
H -2.10 -1.62 -0.49
```


7.
The following is a DFT calculation (wB97M-V/def2-TZVPD) of a single C4H7NO2 molecule.

## Properties
F_max, hartree/bohr: 0.0123
HOMO energy (alpha / beta), eV: -8.075 / -8.343
Kohn-Sham gap (alpha / beta), eV: 7.512 / 8.085

The geometry in XYZ format:
```
14
C4H7NO2, DFT wB97M-V/def2-TZVPD
O -0.20 1.10 -0.76
O 0.09 -0.83 0.37
N -2.13 -1.64 0.69
C 0.60 0.45 0.28
C 2.05 0.45 -0.10
C -1.30 -0.88 0.06
C -1.43 0.77 -0.45
H 2.63 -0.04 0.69
H -2.12 1.05 -1.27
H -1.43 -0.99 -1.05
H 0.39 1.03 1.20
H 2.41 1.48 -0.21
H 2.19 -0.09 -1.04
H -1.73 -1.88 1.59
```


8.
The following is a DFT calculation (wB97M-V/def2-TZVPD) of a single C10H12ClO4P molecule in a non-equilibrium geometry.

## Properties
F_max, hartree/bohr: 0.0387
HOMO energy, eV: -9.681
Kohn-Sham gap, eV: 9.228

The geometry in XYZ format:
```
28
C10H12ClO4P, DFT wB97M-V/def2-TZVPD
Cl -0.15 -3.77 -4.14
P -0.03 1.67 2.34
O -1.50 1.61 2.33
O -0.18 1.71 -0.35
O -0.17 4.09 1.16
O 0.00 0.01 4.38
C -0.70 -1.32 -3.17
C 0.71 3.33 1.90
C -0.61 -0.32 -2.22
C 0.73 0.33 1.30
C -0.05 -2.52 -2.96
C 0.70 -2.73 -1.81
C 0.79 -1.74 -0.86
C 0.13 -0.52 -1.05
C 0.61 1.22 4.03
C 0.20 0.58 -0.08
H 1.67 3.18 1.37
H 1.38 -1.91 0.03
H -0.95 0.11 4.24
H -1.28 -1.17 -4.07
H 1.21 -3.67 -1.66
H 0.91 3.86 2.83
H -0.51 3.54 0.44
H 0.34 2.02 4.74
H -1.11 0.62 -2.36
H 1.82 0.39 1.31
H 0.42 -0.64 1.71
H 1.69 1.07 4.06
```